Formula: C3H4N2
Source: the OMol25 dataset
Level of theory: ωB97M-V/def2-TZVPD

Summary:
M in u: 68.08
HOMO level in hartree: -0.3816
E in a.u.: -226.16665
Orbital gap in eV: 11.16
LUMO in eV: 0.77

Element x y z (Å)
C 0.30072 0.66216 0.02685
C -1.13228 0.21096 -0.01135
C 0.90067 -0.69574 0.01841
H 0.60395 1.28601 -0.83046
H 0.56889 1.20784 0.91556
H -1.99033 0.89019 -0.03220
H 1.99837 -0.86463 -0.11645
N -1.28158 -1.05196 0.01646
N 0.03159 -1.64483 0.01317

Formula: C3H4N2
Source: the OMol25 dataset
Level of theory: ωB97M-V/def2-TZVPD

Summary:
M in u: 68.08
HOMO level in hartree: -0.3764
E in a.u.: -226.10560
Orbital gap in eV: 10.97
LUMO in eV: 0.73

Element x y z (Å)
C 1.69046 -0.19672 0.03910
C 0.28891 -0.41157 0.26857
C -0.65831 0.67460 -0.05518
H 0.40659 -0.74859 1.24719
H -0.71461 1.52188 -0.94949
H -1.28330 1.08055 0.79717
H -1.61196 -1.37428 -0.34101
N 2.71883 0.05129 -0.40422
N -0.83661 -0.59714 -0.60213

Formula: C3H4N2
Source: the OMol25 dataset
Level of theory: ωB97M-V/def2-TZVPD

Summary:
M in u: 68.08
HOMO level in hartree: -0.3443
E in a.u.: -226.07104
Orbital gap in eV: 10.54
LUMO in eV: 1.17

Element x y z (Å)
N 0.57312 1.44211 0.05624
C 0.61891 0.20081 -0.64314
C 0.16115 -0.99833 0.15960
C -1.00418 -0.37414 0.33435
N -0.68245 0.84235 -0.45519
H 0.67660 1.31210 1.06412
H 1.06608 0.14465 -1.62718
H 0.57724 -1.97155 0.38412
H -1.98647 -0.59800 0.72708

Formula: C3H4N2
Source: the OMol25 dataset
Level of theory: ωB97M-V/def2-TZVPD

Summary:
M in u: 68.08
HOMO level in hartree: -0.3224
E in a.u.: -226.08263
Orbital gap in eV: 9.65
LUMO in eV: 0.88

Element x y z (Å)
C -0.47425 -0.60222 -1.42716
C 2.61345 -0.47678 0.37547
C -1.08400 -0.24890 -0.45510
N -2.00042 0.14216 0.45373
N 2.56208 0.63459 0.61727
H 0.21887 -0.91917 -2.17913
H -1.63190 0.23255 1.41598
H -2.90394 -0.44912 0.63677
H 2.70010 1.68689 0.56216

Formula: C3H4N2
Source: the OMol25 dataset
Level of theory: ωB97M-V/def2-TZVPD

Summary:
M in u: 68.08
HOMO level in hartree: -0.3489
E in a.u.: -226.20465
Orbital gap in eV: 10.57
LUMO in eV: 1.07

Element x y z (Å)
C 0.42202 -0.81209 -0.38375
C 1.21458 0.28178 0.02285
C -0.87657 -0.46241 -0.15779
H 0.72472 -1.81056 -0.66437
H 2.28081 0.30756 0.01895
H -1.57930 1.40536 0.59650
H -1.83083 -0.94008 -0.35087
N 0.44435 1.25142 0.51813
N -0.79979 0.77902 0.40034

Formula: C3H4N2O
Source: the OMol25 dataset
Level of theory: ωB97M-V/def2-TZVPD

Summary:
M in u: 84.08
HOMO level in hartree: -0.3279
E in a.u.: -301.42813
Orbital gap in eV: 9.54
LUMO in eV: 0.62

Element x y z (Å)
O 1.15677 -1.51595 -0.77313
C 0.37244 -0.50487 -0.34742
C -0.69499 -0.41690 0.50315
C -0.77832 0.98062 0.76941
N 0.03759 1.69279 0.03172
N 0.76421 0.77209 -0.67495
H 1.03091 -2.28391 -0.20080
H -1.39789 -1.18399 0.79349
H -1.35287 1.45679 1.55356
H 0.86214 1.00333 -1.65504